(1)
DFT (ωB97M-V with the def2-TZVPD basis set) results for a cluster of 14 separate species, C53H98O29S7 in total.

```
! RIJCOSX wB97M-V def2-TZVPD def2/J DEFGRID3
* xyz 0 1
C 2.5127 -3.9766 1.4904
C 3.3504 -3.0258 2.2930
C 4.8353 -3.0321 1.9586
O 5.0979 -1.7324 1.4469
C 3.9620 -0.9870 1.5125
O 3.8298 0.2114 1.1971
O 2.9466 -1.7756 1.8698
H 2.8079 -3.9696 0.4412
H 1.4322 -3.8666 1.5827
H 2.6318 -5.0063 1.8275
H 3.2826 -3.0895 3.3790
H 5.1374 -3.8893 1.3569
H 5.3008 -3.1529 2.9368
C -3.2111 -0.6497 5.3446
C -1.9228 -0.8602 6.1364
C -1.7175 -2.2345 6.7483
O -0.9332 -2.8762 5.7318
C -0.4084 -1.9853 4.9095
O 0.4491 -2.2102 4.0545
O -0.9233 -0.7805 5.1720
H -3.1151 -0.8043 4.2699
H -3.6536 0.3163 5.5877
H -3.8651 -1.4086 5.7739
H -1.7631 -0.1535 6.9508
H -2.6950 -2.6838 6.9240
H -1.1784 -2.1889 7.6945
C -1.2682 -2.2923 -5.8510
C -1.8908 -0.9947 -5.4210
C -1.0548 -0.2936 -4.3377
O -1.0188 1.0567 -4.7905
C -1.3817 1.1312 -6.0855
O -1.3247 2.1584 -6.7398
O -1.8243 -0.1213 -6.4818
H -0.4679 -2.1675 -6.5804
H -1.9794 -2.9192 -6.3888
H -0.8421 -2.8074 -4.9901
H -2.8987 -1.0921 -5.0174
H -0.0879 -0.7928 -4.2740
H -1.5305 -0.4303 -3.3665
C -4.9003 0.4840 1.5201
C -4.8981 1.8577 2.0950
C -6.1719 2.5518 1.8217
O -6.4848 3.2634 2.9997
C -5.7194 2.7762 3.9957
O -5.7705 3.0629 5.1840
O -4.9144 1.7843 3.5099
H -3.8865 0.1185 1.6835
H -5.0598 0.4430 0.4427
H -5.7344 -0.0998 1.9095
H -4.0112 2.4419 1.8498
H -6.9064 1.8159 1.4945
H -5.9397 3.1894 0.9687
C -1.2641 2.5065 4.3602
C -1.7359 3.8062 4.9352
O -1.6408 4.8672 4.3091
C -2.3551 3.7228 6.3474
H -2.1071 2.1797 3.7514
H -1.1672 1.8122 5.1949
H -0.3389 2.5624 3.7866
H -2.8833 4.5964 6.7295
H -1.5321 3.6927 7.0614
H -2.8837 2.7735 6.4341
C -1.1725 -6.7974 1.5231
C -1.3227 -5.2774 1.4778
O -1.4272 -4.7487 0.3544
C -1.2121 -4.4386 2.7654
H -0.2844 -7.0029 2.1207
H -1.2087 -7.2325 0.5243
H -2.0472 -7.2294 2.0093
H -0.2392 -4.6373 3.2149
H -2.0093 -4.6815 3.4679
H -1.3613 -3.4028 2.4605
C 5.1340 0.1291 4.6186
C 4.0484 1.2004 4.8296
O 4.3041 2.3074 5.1292
C 2.6128 0.8307 4.6093
H 5.3764 -0.3850 5.5487
H 6.0243 0.6431 4.2563
H 4.9370 -0.5967 3.8297
H 2.4211 -0.2417 4.6446
H 2.3756 1.1816 3.6049
H 1.9912 1.2757 5.3863
C 1.2742 3.2217 -4.2884
C 2.5288 3.9454 -3.9711
C 2.3251 5.3588 -4.4119
S 0.7023 5.8147 -3.7059
O 0.1472 6.6465 -4.7626
O 0.8514 6.3249 -2.3989
C 0.1463 4.0395 -3.6480
H 1.2328 2.2150 -3.8725
H 1.1119 3.1454 -5.3635
H 3.3537 3.5924 -4.5900
H 2.8790 3.8780 -2.9411
H 2.1606 5.2804 -5.4866
H 3.0906 6.0998 -4.1819
H -0.8922 3.9884 -3.9751
H 0.0634 3.8014 -2.5875
C 3.6342 5.0785 2.1136
C 3.7454 6.0032 0.9662
C 3.0522 5.4923 -0.3103
S 3.1699 3.6629 -0.1536
O 4.5098 3.2302 -0.6314
O 2.0088 3.0274 -0.7509
C 3.2400 3.6497 1.7259
H 3.0696 5.5247 2.9323
H 4.5754 4.9617 2.6507
H 4.8196 6.1090 0.8149
H 3.4283 7.0176 1.2082
H 3.5157 5.7502 -1.2625
H 1.9725 5.6313 -0.2534
H 3.8412 2.8783 2.2071
H 2.2221 3.4117 2.0347
C 4.0506 0.7296 -2.9501
C 4.8087 -0.1236 -1.9295
C 6.3195 -0.1784 -2.3717
S 6.1821 -0.3650 -4.2536
O 5.8660 -1.7684 -4.5130
O 7.3007 0.3414 -4.8176
C 4.6490 0.7006 -4.3792
H 3.9926 1.7332 -2.5288
H 2.9956 0.4704 -3.0391
H 4.3661 -1.1176 -1.8664
H 4.8019 0.3960 -0.9713
H 6.9340 -1.0101 -2.0271
H 6.8619 0.7545 -2.2186
H 4.0099 0.1783 -5.0911
H 5.1135 1.6291 -4.7111
C 0.9413 -7.4469 -2.4136
C 0.5542 -5.9550 -2.1750
C -0.8035 -5.6387 -2.7243
S -0.6098 -6.3196 -4.4593
O 0.3132 -5.5105 -5.2071
O -1.8350 -6.9249 -5.0319
C 0.5090 -7.7802 -3.8742
H 0.3780 -8.0840 -1.7318
H 1.9660 -7.6810 -2.1249
H 1.3455 -5.4146 -2.6946
H 0.5811 -5.8357 -1.0919
H -1.1682 -4.6236 -2.8808
H -1.5355 -6.2829 -2.2372
H 1.2627 -7.8972 -4.6528
H -0.0524 -8.7077 -3.9872
C -0.5858 -1.7354 -0.5659
C 0.7158 -1.1430 -1.1391
C 0.7504 0.3468 -0.6733
S -0.4278 0.5090 0.8328
O -1.6941 1.1649 0.4637
O 0.3888 1.0065 1.9727
C -0.7936 -1.2691 0.8990
H -0.5827 -2.8253 -0.5718
H -1.3681 -1.3734 -1.2330
H 0.8415 -1.2041 -2.2201
H 1.6082 -1.7151 -0.8851
H 0.3049 1.0822 -1.3432
H 1.6990 0.6404 -0.2238
H -1.7497 -1.3309 1.4186
H -0.0306 -1.7475 1.5131
C -0.3216 6.3240 1.3627
C -0.5784 4.9085 0.9382
C -2.1486 4.8435 0.8033
S -2.4362 6.3313 -0.2656
O -3.6983 6.9784 0.0738
O -2.2479 5.9444 -1.6285
C -0.9160 7.2478 0.2315
H 0.7413 6.4395 1.5746
H -0.7676 6.4957 2.3424
H -0.3189 4.2293 1.7502
H -0.1367 4.4880 0.0348
H -2.5781 5.0227 1.7889
H -2.6339 3.9068 0.5291
H -1.1670 8.2864 0.4467
H -0.2964 7.2797 -0.6647
C -5.3312 -5.0284 -3.7774
C -5.3702 -5.2964 -2.2116
C -4.5513 -4.1491 -1.5332
S -4.2973 -2.7812 -2.7530
O -2.9010 -2.8265 -3.1279
O -4.8206 -1.5016 -2.2672
C -5.3599 -3.5276 -4.0982
H -6.1341 -5.4934 -4.3493
H -4.3543 -5.4134 -4.0698
H -4.8867 -6.2626 -2.0676
H -6.4069 -5.4219 -1.8993
H -3.6577 -4.2700 -0.9209
H -5.2559 -3.6818 -0.8453
H -5.0250 -3.0564 -5.0222
H -6.3540 -3.1976 -3.7966
*
```

Computed properties:
HOMO-LUMO gap	0.33204	Ha
LUMO energy	-0.366	eV
HOMO	-9.402	eV


(2)
DFT (ωB97M-V with the def2-TZVPD basis set) results for a cluster of 2 separate species, C2H6NS in total.

```
! RIJCOSX wB97M-V def2-TZVPD def2/J DEFGRID3
* xyz 0 2
S -1.2731 0.3969 1.5502
H -2.2943 -0.3933 1.8957
C -0.0135 -0.0690 -1.7071
C 1.7491 -0.3687 -0.2083
N 1.3621 -0.3570 -1.4159
H -0.1147 0.5602 -2.5893
H -0.6656 0.3437 -0.9222
H -0.5255 -0.9714 -2.0606
H 2.6817 -0.8925 -0.0303
H 1.0745 -0.0950 0.6100
*
```

Computed properties:
HOMO-LUMO gap (spin up / spin down)	0.38209 / 0.25539	Ha
LUMO energy (spin up / spin down)	0.815 / -2.679	eV
HOMO (spin up / spin down)	-9.582 / -9.628	eV


(3)
DFT (ωB97M-V with the def2-TZVPD basis set) results for a cluster of 2 separate species, C34H33F2N2O in total.

```
! RIJCOSX wB97M-V def2-TZVPD def2/J DEFGRID3
* xyz 1 1
F -4.4076 1.6862 -4.0890
C -3.1647 1.1094 -4.1362
C -3.0508 -0.2378 -3.7954
C -1.7969 -0.7154 -3.4733
C -0.6372 0.1207 -3.5274
C 0.5565 -0.3115 -2.8668
C 1.8729 0.1802 -3.1411
C 2.9463 -0.7264 -3.3929
C 4.2105 -0.2674 -3.7269
C 4.4057 1.1076 -3.8286
F 5.6781 1.5649 -4.0562
C 3.3956 2.0364 -3.5916
C 2.1613 1.5688 -3.1631
C -0.7984 1.3790 -4.2029
C -2.0625 1.9285 -4.3683
H -3.9354 -0.8619 -3.7134
H -1.6634 -1.7606 -3.1755
H 0.4745 -1.1852 -2.2235
H 2.7364 -1.7958 -3.3668
H 5.0378 -0.9517 -3.8796
H 3.5876 3.0967 -3.7052
H 1.3685 2.2549 -2.8623
H 0.0781 1.9145 -4.5661
H -2.2039 2.9739 -4.6304
C -3.7649 3.0638 0.8663
N -3.0186 1.9329 1.3681
C -3.6013 0.9711 2.1433
O -4.7522 0.9631 2.5704
C -2.5615 -0.1260 2.3731
C -2.3328 -0.4939 3.8629
C -1.2454 -1.5141 4.1176
C -1.4069 -2.8597 3.7568
C -0.3399 -3.7571 3.8835
C 0.8938 -3.3288 4.3869
C 1.0284 -2.0035 4.8209
C -0.0434 -1.1184 4.7165
N -1.3874 0.4055 1.6843
C -0.3170 -0.3994 1.4083
C 0.8338 0.0279 0.8129
C 2.0013 -0.8048 0.6108
C 3.2974 -0.2517 0.7057
C 4.4267 -1.0555 0.6652
C 4.3077 -2.4385 0.4528
C 3.0312 -2.9994 0.3338
C 1.8902 -2.1999 0.3895
C -1.6850 1.6157 0.8844
C -1.6931 1.3481 -0.6133
C -0.7537 2.8095 1.1588
H -4.8029 3.0089 1.2035
H -3.3167 4.0057 1.2084
H -3.7608 3.0742 -0.2307
H -2.9234 -1.0391 1.8527
H -2.1130 0.4178 4.4416
H -3.2971 -0.8779 4.2228
H -2.3659 -3.1938 3.3592
H -0.4742 -4.8023 3.6011
H 1.7300 -4.0279 4.4708
H 1.9706 -1.6702 5.2571
H 0.0547 -0.0876 5.0619
H -0.3968 -1.4127 1.8189
H 0.9915 1.0924 0.7471
H 3.3754 0.8345 0.8183
H 5.4142 -0.6096 0.7689
H 5.1910 -3.0697 0.4162
H 2.9250 -4.0754 0.1699
H 0.8921 -2.6215 0.2319
H -2.4037 0.5442 -0.8494
H -1.9766 2.2572 -1.1664
H -0.6983 1.0265 -0.9398
H -0.4966 2.8512 2.2298
H 0.1559 2.7448 0.5534
H -1.2707 3.7354 0.8758
*
```

Computed properties:
HOMO-LUMO gap	0.13921	Ha
LUMO energy	-6.027	eV
HOMO	-9.815	eV


(4)
DFT (ωB97M-V with the def2-TZVPD basis set) results for an isolated molecule of C4H2N4.

```
! RIJCOSX wB97M-V def2-TZVPD def2/J DEFGRID3
* xyz 0 1
C -1.3739 1.1277 0.8641
C -0.3739 -0.5959 0.1520
C 1.4017 -1.1018 -0.7462
C 0.1454 0.5549 -0.5602
H -1.9352 1.8479 1.3715
H 2.3083 -1.7717 -0.8572
N -1.4950 -0.1823 0.9425
N 0.4148 -1.5937 0.1725
N 1.3656 0.1016 -1.2209
N -0.4577 1.6134 -0.1179
*
```

Computed properties:
SMILES	C1=NC2=NC=NC2=N1
HOMO-LUMO gap	0.29085	Ha
LUMO energy	-2.514	eV
HOMO	-10.428	eV


(5)
DFT (ωB97M-V with the def2-TZVPD basis set) results for a structure of composition C4H5Cl3O.

```
! RIJCOSX wB97M-V def2-TZVPD def2/J DEFGRID3
* xyz 0 1
C -1.4340 -0.6148 -0.5465
C -0.6099 0.3294 0.4083
C 0.7494 0.8902 -0.0521
C 1.7598 -0.3987 0.0685
H -0.9072 -0.3713 -1.7212
H -2.5411 -0.6562 -0.8082
H -1.0867 -1.7385 -0.2774
H 0.5251 1.1236 -1.0596
H 1.2199 -1.6690 0.0277
O 2.9592 -0.1436 0.4325
Cl -1.7024 1.7644 0.5807
Cl -0.4903 -0.4720 2.0093
Cl 1.5580 1.9565 0.9380
*
```

Computed properties:
HOMO-LUMO gap	0.38756	Ha
LUMO energy	0.171	eV
HOMO	-10.375	eV


(6)
DFT (ωB97M-V with the def2-TZVPD basis set) results for a cluster of 4 separate species, C3HN3O6 in total.

```
! RIJCOSX wB97M-V def2-TZVPD def2/J DEFGRID3
* xyz 0 1
C -0.5627 5.0453 1.6154
C 0.3399 -0.1111 -2.9486
C 0.0314 -1.3844 1.3416
N 1.0643 -1.6756 1.5651
N 0.5539 -3.1073 -0.5616
N -0.5106 -2.7497 -0.7640
O -0.9143 4.3308 0.7765
O -0.5697 -0.3903 -3.5456
O -1.0140 -0.9805 1.4351
O -0.1354 5.2936 2.6383
O -1.4251 -2.2230 -0.7251
O 1.1303 -0.1248 -2.1614
H 2.0122 -1.9230 1.3342
*
```

Computed properties:
SMILES	N#[N+][O-].N=C=O.O=C=O.O=C=O
HOMO-LUMO gap	0.39081	Ha
LUMO energy	0.096	eV
HOMO	-10.539	eV


(7)
DFT (ωB97M-V with the def2-TZVPD basis set) results for an isolated molecule of C2H7NS2.

```
! RIJCOSX wB97M-V def2-TZVPD def2/J DEFGRID3
* xyz 0 1
C -0.1290 0.6957 1.5413
C 0.0946 -0.7199 -1.6060
N -0.1625 1.2324 0.1691
S 0.2077 -2.2655 -0.6309
S -1.2218 0.4981 -1.0610
H -1.1279 0.3488 1.9816
H 0.4415 -0.1966 1.4122
H -0.0274 1.5317 2.2134
H -0.1997 -1.0980 -2.5999
H 1.0688 -0.2600 -1.7096
H -0.1630 2.2250 0.0704
H 1.2186 -1.9918 0.2192
*
```

Computed properties:
SMILES	CNSCS
HOMO-LUMO gap	0.35350	Ha
LUMO energy	0.830	eV
HOMO	-8.789	eV


(8)
DFT (ωB97M-V with the def2-TZVPD basis set) results for an isolated molecule of C2H4N4.

```
! RIJCOSX wB97M-V def2-TZVPD def2/J DEFGRID3
* xyz 0 1
C 0.7158 -1.0896 0.3187
N -0.4630 -0.3121 -0.2733
C -1.0992 0.7779 0.3185
N -0.7072 1.8791 -0.2366
N 0.2046 1.5097 -1.1993
N 0.2807 0.2608 -1.2771
H 1.6452 -0.4874 0.3101
H 0.8932 -1.9577 -0.3198
H 0.4560 -1.3418 1.3330
H -1.9261 0.7610 1.0259
*
```

Computed properties:
SMILES	Cn1cnnn1
HOMO-LUMO gap	0.41865	Ha
LUMO energy	0.418	eV
HOMO	-10.974	eV


(9)
DFT (ωB97M-V with the def2-TZVPD basis set) results for a structure of composition C4H8INS.

```
! RIJCOSX wB97M-V def2-TZVPD def2/J DEFGRID3
* xyz 0 1
C -0.0602 -1.4010 0.4459
C 1.4926 -1.5127 0.7980
C -0.0470 0.9827 -0.3375
C -0.7810 2.1624 -0.9220
N -0.5468 -0.0638 0.1478
S 2.5074 -1.4010 -0.6872
I -3.2711 -0.0901 0.3750
H -0.3465 -2.1321 -0.3237
H -0.7830 -1.6551 1.1645
H 1.8749 -0.6360 1.5305
H 1.5897 -2.4120 1.2535
H 1.1523 0.8887 -0.5182
H -0.0271 2.6668 -1.4818
H -1.1730 2.6964 0.0209
H -1.5812 1.9068 -1.4656
*
```

Computed properties:
HOMO-LUMO gap (spin up / spin down)	0.27247 / 0.22585	Ha
LUMO energy (spin up / spin down)	-1.565 / -2.306	eV
HOMO (spin up / spin down)	-8.979 / -8.452	eV


(10)
DFT (ωB97M-V with the def2-TZVPD basis set) results for a cluster of 3 separate species, C2H10N2O2 in total.

```
! RIJCOSX wB97M-V def2-TZVPD def2/J DEFGRID3
* xyz 0 1
C -1.5163 0.9836 -1.0689
N -0.8607 0.1275 -0.1092
C -0.9783 -1.2101 -0.0643
N -0.6472 -1.9106 0.9568
H -2.5829 0.7832 -1.1795
H -1.1023 0.8551 -2.0788
H -1.2891 1.9968 -0.7766
H -0.3036 0.5917 0.5908
H -1.4017 -1.6069 -0.9848
H -0.7795 -2.8911 0.7367
H 2.3258 -0.7423 2.1444
H 0.9796 -1.0203 1.4881
O 1.7004 -0.3564 1.5229
H 1.8894 0.9747 0.1840
H 2.6733 1.6720 -0.9580
O 1.8929 1.7530 -0.4036
*
```

Computed properties:
SMILES	[H]/N=C/NC.O.O
HOMO-LUMO gap	0.36524	Ha
LUMO energy	0.959	eV
HOMO	-8.979	eV


(11)
DFT (ωB97M-V with the def2-TZVPD basis set) results for an isolated molecule of C3H7N3O.

```
! RIJCOSX wB97M-V def2-TZVPD def2/J DEFGRID3
* xyz 0 1
C 1.3082 -0.5417 1.1750
N -0.9453 0.7613 0.9550
C -0.1853 -0.6557 1.0392
N -0.3743 -0.0457 -2.3244
C -0.8753 1.0390 -0.3488
N -0.2100 0.1042 -0.9556
O -0.8298 -1.5562 1.5150
H -1.4127 1.3307 1.6470
H 0.3389 0.4031 -2.8938
H -0.3369 -1.0255 -2.5951
H -1.4986 1.7972 -0.8259
H 1.6858 0.4345 0.8816
H 1.7566 -1.2894 0.5215
H 1.5786 -0.7558 2.2094
*
```

Computed properties:
SMILES	CC(=O)N/C=N/N
HOMO-LUMO gap	0.34209	Ha
LUMO energy	1.018	eV
HOMO	-8.291	eV


(12)
DFT (ωB97M-V with the def2-TZVPD basis set) results for an isolated molecule of C9H17N3.

```
! RIJCOSX wB97M-V def2-TZVPD def2/J DEFGRID3
* xyz 0 1
C -1.9164 0.0976 0.9137
C -2.1825 -0.8760 -0.1410
C 0.5721 -0.1559 -0.0136
C -3.5935 -1.3695 -0.2755
C 2.4809 0.4966 -1.1148
C 2.8303 -1.5484 0.3699
C 2.4067 0.7144 1.2383
C -2.5060 2.1641 -0.2456
C 2.0648 -0.2708 0.1850
N -1.2968 -1.4782 -0.8431
N 0.0195 -1.1366 -0.7125
N -2.0966 1.3788 0.8697
H -4.1013 -0.5024 -0.6010
H -3.8150 -2.1631 -0.9539
H -3.8212 -1.6721 0.7629
H 1.8187 1.3670 -1.2924
H 3.4198 0.7245 -0.9094
H 2.2369 -0.0002 -2.1079
H 2.4615 -2.0943 1.2679
H 2.7441 -2.2685 -0.4908
H 3.9930 -1.4190 0.4908
H 3.5030 0.8829 1.2870
H 1.9293 1.6581 0.9622
H 2.0875 0.3121 2.1949
H -1.6827 2.8130 -0.6077
H -2.8656 1.5213 -1.0675
H -3.3179 2.9103 0.0391
H 0.4727 -2.0266 -0.9820
H -1.8451 1.9409 1.7774
*
```

Computed properties:
HOMO-LUMO gap	0.31002	Ha
LUMO energy	0.822	eV
HOMO	-7.614	eV


For the records above, the corresponding total energy values read -191769.45195, -14493.90956, -46248.65548, -10137.55643, -43840.45273, -19878.58258, -25346.58198, -8096.51504, -24700.16031, -9311.46456, -9739.89415, -14073.06679 eV.